This record from the OMol25 dataset describes a 2-piece molecular cluster, C3HBrCl2FO2 overall in a non-equilibrium geometry. The level of theory is ωB97M-V with the def2-TZVPD basis set.

Element x y z (Å)
C 0.856 1.076 1.070
C -0.695 -0.541 -0.325
C -0.016 0.763 -0.114
O 0.842 0.099 1.816
O 1.444 2.111 1.186
F -0.994 -0.750 -1.608
Cl -2.341 -0.796 0.663
Cl -0.916 2.118 -0.708
Br 1.894 -2.550 -1.957
H -0.074 -1.531 -0.023

Values from the calculation:
Charge: -1
Lowest unoccupied orbital energy (alpha / beta), eV: 2.25 / -1.09
E, Eh: -3859.639801
HOMO energy (alpha / beta), eV: -5.23 / -4.66
ΔE to the lowest compared entry with this formula, charge and spin, eV: 1.9812

This record from the OMol25 dataset describes a 2-piece molecular cluster, C3HBrF4 overall in a non-equilibrium geometry. The level of theory is ωB97M-V with the def2-TZVPD basis set.

Element x y z (Å)
C 2.022 0.028 0.406
C 3.074 -0.310 0.903
C -1.977 0.190 -0.659
F 1.183 0.735 -0.193
F 3.854 -1.026 1.601
F -2.936 0.605 -1.460
F -1.312 -0.843 -1.152
Br -2.656 -0.317 1.112
H -1.253 0.938 -0.557

Values from the calculation:
Lowest unoccupied orbital energy, eV: 0.39
E, Eh: -3088.235970
HOMO energy, eV: -10.46
SMILES string: FC(F)Br.FC#CF
ΔE to the lowest compared entry with this formula, charge and spin, eV: 2.1740

This record from the OMol25 dataset describes the molecule C3HBrN2O in a non-equilibrium geometry. The level of theory is ωB97M-V with the def2-TZVPD basis set.

Element x y z (Å)
C 0.123 0.225 -0.073
C 1.388 0.564 -0.537
C 0.383 3.062 0.020
N -0.886 1.058 -0.030
N -0.580 2.331 0.009
O 1.087 3.977 0.062
Br 2.909 -0.263 0.033
H -0.159 -0.814 0.047

Values from the calculation:
Lowest unoccupied orbital energy (alpha / beta), eV: -1.99 / -2.10
E, Eh: -2873.503284
HOMO energy (alpha / beta), eV: -8.97 / -9.38
ΔE to the lowest compared entry with this formula, charge and spin, eV: 2.5284

This record from the OMol25 dataset describes an isolated ion of composition C3HBrO4S and charge -2 in a non-equilibrium geometry. The level of theory is ωB97M-V with the def2-TZVPD basis set.

Element x y z (Å)
C 0.447 -1.289 0.292
C 0.496 1.316 0.001
C -0.203 0.019 0.436
O 1.394 -1.220 -0.689
O 1.292 1.220 -0.946
O 0.307 -2.292 0.902
O 0.211 2.369 0.646
S -1.763 0.036 0.977
Br -3.729 0.135 -0.779
H 1.547 -0.294 -0.839

Values from the calculation:
Charge: -2
Lowest unoccupied orbital energy, eV: 6.03
E, Eh: -3388.150013
HOMO energy, eV: -0.65
SMILES string: O=C([O-])/C(SBr)=C(/[O-])O
ΔE to the lowest compared entry with this formula, charge and spin, eV: 0.1525

This record from the OMol25 dataset describes a 2-piece molecular cluster, C3HCl3FNS overall in a non-equilibrium geometry. The level of theory is ωB97M-V with the def2-TZVPD basis set.

Element x y z (Å)
C 4.007 0.350 0.630
C 2.623 -0.047 0.395
C -2.157 0.006 0.221
H 4.296 0.704 1.570
N 1.542 -0.181 -0.011
F -2.762 0.006 1.441
S 5.148 -0.113 -0.517
Cl -3.409 -0.513 -0.895
Cl -0.832 -1.079 0.299
Cl -1.608 1.618 -0.206

Values from the calculation:
Lowest unoccupied orbital energy, eV: -2.15
E, Eh: -2048.214225
HOMO energy, eV: -10.06
SMILES string: FC(Cl)(Cl)Cl.N#CC=S

This record from the OMol25 dataset describes C3HCl3NP as an isolated structure in a non-equilibrium geometry. The level of theory is ωB97M-V with the def2-TZVPD basis set.

Element x y z (Å)
C 0.866 -0.339 -0.085
C -0.399 -0.950 -0.001
C 0.889 1.019 -0.048
N -0.888 1.671 0.163
P -1.539 0.278 0.520
Cl 2.305 -1.246 -0.344
Cl -0.604 -2.628 0.097
Cl 2.070 2.147 -0.101
H -2.701 0.049 -0.202

Values from the calculation:
Lowest unoccupied orbital energy (alpha / beta), eV: -1.19 / -1.30
E, Eh: -1891.454146
HOMO energy (alpha / beta), eV: -8.43 / -8.56
ΔE to the lowest compared entry with this formula, charge and spin, eV: 3.1669

This record from the OMol25 dataset describes a 2-piece molecular cluster, C3HCl3O overall in a non-equilibrium geometry. The level of theory is ωB97M-V with the def2-TZVPD basis set.

Element x y z (Å)
C -1.910 1.824 1.792
C -0.257 -0.623 -0.721
C 0.993 -0.687 -0.287
O -0.888 1.815 1.293
Cl -0.852 0.709 -1.599
Cl 2.260 0.493 -0.570
Cl 1.483 -2.081 0.669
H -0.830 -1.450 -0.577

Values from the calculation:
Lowest unoccupied orbital energy, eV: 0.67
E, Eh: -1570.694321
HOMO energy, eV: -9.64
ΔE to the lowest compared entry with this formula, charge and spin, eV: 0.6709

This record from the OMol25 dataset describes C3HCl5 as an isolated structure in a non-equilibrium geometry. The level of theory is ωB97M-V with the def2-TZVPD basis set.

Element x y z (Å)
C -0.356 0.559 -0.375
C -0.776 1.431 0.577
C -3.074 -0.445 0.364
Cl -0.305 1.030 -2.039
Cl -0.384 0.939 2.234
Cl -1.554 2.982 0.481
Cl -3.491 -0.850 -1.221
Cl -2.331 -1.724 1.105
H 0.123 -0.473 -0.116

Values from the calculation:
Lowest unoccupied orbital energy, eV: -0.90
E, Eh: -2415.733805
HOMO energy, eV: -9.27
ΔE to the lowest compared entry with this formula, charge and spin, eV: 2.6347